Here is a molecular structure, C40H49IN6O2SSbSr from OMol25. Energies are from ωB97M-V with the def2-TZVPD basis set.

Atoms and positions in Å:
Sr (-1.063, -0.357, -1.891)
O (-2.220, -0.583, -3.988)
C (-2.805, 0.150, -4.848)
C (-3.941, -0.337, -5.566)
C (-4.602, 0.428, -6.491)
C (-4.179, 1.733, -6.798)
C (-3.078, 2.227, -6.142)
C (-2.385, 1.485, -5.169)
C (-1.234, 2.114, -4.562)
N (-0.562, 1.714, -3.551)
C (0.633, 2.498, -3.246)
C (1.122, 2.220, -1.832)
N (1.249, 0.784, -1.649)
C (2.422, 0.291, -1.771)
C (2.817, -1.094, -1.676)
C (4.199, -1.351, -1.642)
C (4.710, -2.616, -1.489)
C (3.804, -3.683, -1.361)
C (2.450, -3.478, -1.420)
C (1.882, -2.181, -1.614)
O (0.620, -2.042, -1.737)
H (-4.267, -1.343, -5.331)
H (-5.468, 0.016, -6.997)
H (-4.701, 2.326, -7.537)
H (-2.719, 3.227, -6.370)
H (-0.928, 3.048, -5.059)
H (0.455, 3.573, -3.384)
H (1.426, 2.202, -3.942)
H (0.399, 2.608, -1.108)
H (2.074, 2.741, -1.666)
H (3.259, 0.988, -1.938)
H (4.876, -0.504, -1.721)
H (5.778, -2.785, -1.452)
H (4.182, -4.690, -1.217)
H (1.753, -4.302, -1.329)
I (-5.607, -0.744, -0.554)
C (-4.517, -2.441, -1.144)
C (-5.073, -3.692, -0.923)
C (-4.328, -4.794, -1.299)
C (-3.086, -4.600, -1.882)
C (-2.638, -3.306, -2.066)
N (-3.345, -2.232, -1.699)
H (-6.037, -3.789, -0.448)
H (-4.707, -5.792, -1.122)
H (-2.462, -5.433, -2.176)
H (-1.667, -3.125, -2.515)
N (-6.700, 5.035, 0.272)
C (-5.851, 4.310, 0.001)
C (-4.780, 3.410, -0.340)
C (-4.627, 2.961, -1.646)
C (-3.580, 2.099, -1.922)
N (-2.716, 1.682, -0.996)
C (-2.875, 2.113, 0.255)
C (-3.888, 2.978, 0.633)
H (-5.309, 3.265, -2.428)
H (-3.440, 1.723, -2.927)
H (-2.180, 1.733, 0.993)
H (-3.984, 3.297, 1.661)
S (-1.861, -0.937, 1.127)
C (-2.370, -2.506, 1.345)
N (-2.731, -3.600, 1.506)
C (-0.123, 2.148, 3.639)
C (1.376, 1.884, 3.807)
C (2.125, 3.115, 3.300)
C (1.696, 1.672, 5.282)
Sb (1.818, 0.199, 2.426)
C (4.036, 0.251, 2.299)
C (4.478, -1.085, 1.703)
C (4.802, 0.519, 3.589)
C (4.368, 1.349, 1.288)
C (1.448, -1.582, 3.691)
C (0.089, -1.428, 4.375)
C (2.498, -1.883, 4.754)
C (1.345, -2.745, 2.699)
H (-0.422, 2.999, 4.265)
H (-0.734, 1.291, 3.923)
H (-0.365, 2.394, 2.601)
H (1.763, 4.007, 3.830)
H (1.962, 3.279, 2.231)
H (3.200, 3.049, 3.472)
H (1.456, 2.584, 5.846)
H (2.751, 1.457, 5.443)
H (1.117, 0.859, 5.719)
H (4.365, -1.905, 2.410)
H (5.541, -1.030, 1.431)
H (3.928, -1.341, 0.793)
H (4.582, -0.215, 4.362)
H (4.596, 1.509, 3.996)
H (5.882, 0.472, 3.388)
H (3.858, 1.180, 0.337)
H (5.450, 1.353, 1.092)
H (4.095, 2.342, 1.647)
H (0.100, -0.672, 5.162)
H (-0.174, -2.384, 4.847)
H (-0.702, -1.190, 3.663)
H (2.626, -1.059, 5.456)
H (3.470, -2.120, 4.324)
H (2.179, -2.761, 5.331)
H (0.562, -2.566, 1.958)
H (1.081, -3.662, 3.242)
H (2.280, -2.931, 2.168)

charge = -1
E = -2999.68165 hartree
ΔE to the lowest compared entry with this formula, charge and spin = 0.3758 eV
lowest unoccupied orbital energy = 1.66 eV
highest occupied orbital energy = -4.9774 eV
HOMO-LUMO gap = 6.63 eV

Löwdin atomic charge list, values in e, 4 entries:
1. Sr 1.29
2. O -0.24
3. C -0.42
4. C -0.02

=====

Here is 2 unconnected molecules or ions with the total composition C40H49NO7 in a non-equilibrium geometry from OMol25. Energies are from ωB97M-V with the def2-TZVPD basis set.

Atoms and positions in Å:
C (4.600, -1.526, 1.832)
C (4.245, -1.605, 0.346)
C (2.747, -1.450, 0.101)
C (2.111, -0.270, 0.840)
C (0.734, 0.128, 0.280)
C (0.663, 1.565, -0.306)
C (-0.265, 2.438, 0.542)
C (0.395, 2.877, 1.867)
C (-0.594, 2.836, 3.035)
C (-1.397, 4.140, 3.193)
C (-2.505, 3.921, 4.237)
C (-3.852, 3.642, 3.525)
C (-4.034, 2.184, 3.228)
C (-4.533, 1.734, 2.071)
C (-5.007, 2.543, 0.912)
C (-3.836, 2.680, -0.112)
C (-4.231, 2.386, -1.573)
C (-3.762, 3.468, -2.572)
O (-4.800, 4.302, -3.020)
C (-5.294, 5.165, -2.013)
C (-4.564, 0.258, 1.871)
O (-5.460, -0.304, 1.311)
C (-3.393, -0.466, 2.463)
C (-2.782, -1.567, 1.686)
C (-2.104, -2.605, 2.337)
C (-1.507, -3.594, 1.557)
C (-1.605, -3.503, 0.171)
C (-2.293, -2.415, -0.365)
N (-2.880, -1.460, 0.356)
C (-2.942, -0.020, 3.630)
C (-3.595, 1.168, 4.221)
O (-3.736, 1.307, 5.405)
H (5.617, -1.877, 1.990)
H (3.941, -2.164, 2.418)
H (4.548, -0.500, 2.184)
H (4.540, -2.581, -0.036)
H (4.798, -0.829, -0.178)
H (2.535, -1.365, -0.965)
H (2.245, -2.360, 0.442)
H (2.807, 0.569, 0.809)
H (2.010, -0.516, 1.895)
H (0.408, -0.591, -0.468)
H (0.025, 0.088, 1.104)
H (1.651, 2.019, -0.323)
H (0.289, 1.499, -1.325)
H (-0.607, 3.315, -0.007)
H (-1.144, 1.841, 0.783)
H (0.804, 3.876, 1.734)
H (1.209, 2.193, 2.102)
H (-1.339, 2.072, 2.811)
H (-0.097, 2.638, 3.981)
H (-1.798, 4.431, 2.224)
H (-0.732, 4.932, 3.536)
H (-2.639, 4.817, 4.839)
H (-2.248, 3.104, 4.897)
H (-3.847, 4.216, 2.605)
H (-4.681, 4.025, 4.121)
H (-5.781, 1.957, 0.424)
H (-5.394, 3.509, 1.209)
H (-3.409, 3.673, 0.011)
H (-3.067, 1.966, 0.177)
H (-3.715, 1.472, -1.858)
H (-5.296, 2.209, -1.684)
H (-3.324, 2.980, -3.438)
H (-2.954, 4.051, -2.118)
H (-5.556, 6.118, -2.459)
H (-6.154, 4.703, -1.527)
H (-4.538, 5.355, -1.248)
H (-2.030, -2.641, 3.411)
H (-0.982, -4.424, 2.007)
H (-1.172, -4.228, -0.496)
H (-2.354, -2.319, -1.443)
H (-2.102, -0.472, 4.136)
C (1.367, -3.756, -2.555)
C (2.348, -3.029, -3.083)
C (3.772, -3.409, -2.901)
O (4.666, -2.745, -3.378)
C (4.058, -4.634, -2.111)
C (3.077, -5.361, -1.583)
C (1.654, -4.979, -1.763)
O (0.758, -5.637, -1.276)
H (0.323, -3.495, -2.673)
H (2.161, -2.134, -3.662)
H (5.102, -4.893, -1.992)
H (3.263, -6.255, -1.001)
C (4.908, -2.145, -4.620)
C (5.313, -3.215, -5.298)
C (6.476, -4.020, -4.847)
O (6.847, -4.994, -5.465)
C (7.169, -3.585, -3.607)
C (6.764, -2.515, -2.928)
C (5.602, -1.711, -3.381)
O (5.230, -0.740, -2.758)
H (4.062, -1.546, -4.930)
H (4.820, -3.551, -6.202)
H (8.014, -4.186, -3.295)
H (7.254, -2.181, -2.022)

E = -2134.61934 hartree
lowest unoccupied orbital energy = -3.39 eV
highest occupied orbital energy = -8.1632 eV
HOMO-LUMO gap = 4.77 eV

Löwdin atomic charge list, values in e, 4 entries:
1. C -0.11
2. C -0.26
3. C -0.22
4. C -0.21

=====

Here is a molecular structure, C40H50BrFN6Tc in a non-equilibrium geometry from OMol25. Energies are from ωB97M-V with the def2-TZVPD basis set.

Atoms and positions in Å:
Tc (0.223, -0.088, 0.359)
C (-1.577, -0.797, 1.623)
C (-0.876, 0.005, 2.573)
C (0.335, -0.737, 2.916)
C (0.283, -1.958, 2.188)
C (-0.909, -2.050, 1.430)
C (-1.562, -3.316, 0.949)
C (-2.203, -3.914, 2.224)
C (-2.684, -3.075, -0.064)
C (-0.553, -4.316, 0.378)
C (1.444, -0.538, 3.928)
C (1.839, 0.923, 4.161)
C (2.717, -1.276, 3.474)
C (1.007, -1.179, 5.260)
C (-1.606, 1.163, 3.252)
C (-1.659, 0.969, 4.776)
C (-0.985, 2.519, 2.899)
C (-3.073, 1.220, 2.786)
H (-2.601, -0.640, 1.335)
H (0.973, -2.769, 2.325)
H (-2.929, -3.225, 2.651)
H (-1.448, -4.135, 2.974)
H (-2.717, -4.836, 1.965)
H (-3.435, -2.394, 0.325)
H (-3.179, -4.019, -0.278)
H (-2.306, -2.680, -1.003)
H (0.223, -4.547, 1.102)
H (-0.090, -3.933, -0.531)
H (-1.063, -5.245, 0.133)
H (2.177, 1.377, 3.232)
H (2.660, 0.972, 4.871)
H (1.031, 1.513, 4.573)
H (3.004, -1.007, 2.461)
H (2.604, -2.352, 3.532)
H (3.541, -1.019, 4.132)
H (0.168, -0.664, 5.711)
H (1.847, -1.136, 5.948)
H (0.732, -2.219, 5.114)
H (-0.710, 1.177, 5.256)
H (-1.975, -0.043, 5.016)
H (-2.387, 1.655, 5.203)
H (0.068, 2.580, 3.155)
H (-1.516, 3.300, 3.438)
H (-1.103, 2.692, 1.833)
H (-3.598, 0.306, 3.056)
H (-3.164, 1.395, 1.716)
H (-3.571, 2.044, 3.292)
F (-0.558, 2.353, -6.321)
C (-0.689, 1.779, -5.132)
C (-1.312, 2.483, -4.109)
C (-1.449, 1.886, -2.876)
C (-0.971, 0.587, -2.638)
C (-1.196, -0.063, -1.351)
C (-0.360, -0.096, -3.704)
C (-0.211, 0.488, -4.943)
H (-1.716, 3.463, -4.309)
H (-1.969, 2.401, -2.082)
H (-1.181, -1.145, -1.504)
H (-2.160, 0.248, -0.945)
H (-0.030, -1.115, -3.567)
H (0.234, -0.044, -5.768)
Br (3.303, 1.362, -4.350)
C (3.026, 0.083, -2.981)
C (3.834, -1.041, -2.841)
C (3.537, -1.904, -1.798)
C (2.463, -1.640, -0.964)
N (1.708, -0.540, -1.078)
C (1.998, 0.302, -2.074)
H (4.659, -1.235, -3.512)
H (4.143, -2.778, -1.629)
H (2.214, -2.323, -0.163)
H (1.390, 1.191, -2.163)
C (0.072, 3.715, -0.199)
C (1.255, 3.013, 0.348)
N (1.412, 1.694, 0.460)
C (2.709, 1.496, 0.870)
C (3.323, 2.693, 1.024)
N (2.396, 3.644, 0.695)
C (2.630, 5.069, 0.879)
N (3.192, 5.264, 2.172)
N (4.529, 5.270, 2.339)
N (4.817, 5.285, 3.555)
C (3.685, 5.275, 4.311)
C (3.477, 5.283, 5.688)
C (2.170, 5.269, 6.117)
C (1.097, 5.238, 5.216)
C (1.280, 5.215, 3.850)
C (2.593, 5.245, 3.407)
H (-0.709, 2.990, -0.414)
H (0.350, 4.225, -1.124)
H (-0.318, 4.465, 0.490)
H (3.140, 0.526, 1.010)
H (4.316, 2.933, 1.345)
H (1.688, 5.615, 0.766)
H (3.361, 5.429, 0.145)
H (4.315, 5.311, 6.364)
H (1.957, 5.287, 7.175)
H (0.092, 5.244, 5.606)
H (0.446, 5.193, 3.166)

charge = +2
E = -4636.87263 hartree
spin multiplicity = 4
ΔE to the lowest compared entry with this formula, charge and spin = 0.7081 eV
lowest unoccupied orbital energy (spin up / spin down) = -6.52 / -7.57 eV
highest occupied orbital energy (spin up / spin down) = -13.3154 / -13.4542 eV
HOMO-LUMO gap (spin up / spin down) = 6.80 / 5.89 eV

Löwdin atomic charge list, values in e, 4 entries:
1. Tc 1.57
2. C -0.15
3. C -0.15
4. C -0.12

=====

Here is a molecular structure, C40H50F6N7O6S2Sc in a non-equilibrium geometry from OMol25. Energies are from ωB97M-V with the def2-TZVPD basis set.

Atoms and positions in Å:
Sc (0.270, -0.396, -0.218)
C (5.267, 0.103, -0.954)
C (3.892, 0.756, -0.771)
C (3.963, 2.156, -1.381)
C (2.829, 1.682, 1.651)
C (4.052, 1.428, 2.545)
C (3.776, 1.135, 3.980)
C (2.522, 1.030, 4.424)
C (1.333, 1.057, 3.562)
C (-0.011, 0.819, 4.216)
C (-0.518, 2.098, 4.889)
C (0.025, -0.321, 5.237)
C (1.502, 1.309, 2.257)
N (0.468, 1.315, 1.288)
C (-0.263, 2.449, 1.251)
O (-0.108, 3.480, 1.901)
C (-1.410, 2.335, 0.293)
C (-2.370, 3.311, 0.113)
C (-3.497, 2.986, -0.637)
C (-3.661, 1.689, -1.092)
C (-2.636, 0.780, -0.869)
N (-1.511, 1.131, -0.260)
C (-2.795, -0.705, -1.043)
O (-3.935, -1.140, -1.152)
N (-1.644, -1.395, -0.910)
C (-1.889, -2.812, -0.832)
C (-1.873, -3.355, 0.458)
C (-2.013, -4.726, 0.631)
C (-2.248, -5.545, -0.460)
C (-2.346, -4.982, -1.719)
C (-2.164, -3.619, -1.938)
C (-2.301, -3.088, -3.355)
C (-3.773, -2.992, -3.771)
C (-1.570, -3.958, -4.380)
C (-1.760, -2.446, 1.671)
C (-2.686, -2.848, 2.817)
C (-0.326, -2.335, 2.165)
H (5.470, -0.021, -2.016)
H (5.352, -0.886, -0.500)
H (6.069, 0.744, -0.569)
H (3.197, 0.202, -1.403)
H (4.614, 2.832, -0.835)
H (2.990, 2.631, -1.459)
H (4.356, 2.044, -2.394)
H (5.334, 0.507, 1.210)
H (4.613, 1.129, 4.666)
H (2.364, 0.906, 5.487)
H (-0.712, 0.552, 3.417)
H (0.153, 2.391, 5.699)
H (-1.505, 1.939, 5.325)
H (-0.573, 2.918, 4.177)
H (0.545, -0.022, 6.148)
H (0.526, -1.210, 4.854)
H (-0.987, -0.599, 5.531)
H (-2.232, 4.271, 0.588)
H (-4.269, 3.724, -0.805)
H (-4.564, 1.341, -1.572)
H (-1.968, -5.154, 1.623)
H (-2.357, -6.614, -0.332)
H (-2.542, -5.625, -2.564)
H (-1.861, -2.086, -3.381)
H (-4.216, -3.991, -3.770)
H (-3.846, -2.601, -4.787)
H (-4.351, -2.362, -3.103)
H (-2.114, -4.888, -4.555)
H (-0.559, -4.209, -4.075)
H (-1.523, -3.435, -5.337)
H (-2.079, -1.442, 1.355)
H (-2.392, -3.794, 3.268)
H (-3.712, -2.946, 2.466)
H (-2.661, -2.091, 3.602)
H (0.077, -3.311, 2.445)
H (-0.250, -1.664, 3.018)
H (0.368, -1.959, 1.397)
F (3.214, -0.094, -3.709)
C (3.094, -1.398, -3.452)
F (3.302, -2.064, -4.571)
F (4.018, -1.736, -2.551)
S (1.365, -1.733, -2.799)
O (1.027, -0.439, -2.150)
O (0.628, -2.057, -3.971)
N (1.379, -2.779, -1.638)
S (1.680, -4.319, -2.135)
O (0.498, -5.016, -2.506)
O (2.840, -4.341, -2.979)
C (2.219, -5.120, -0.555)
F (2.513, -6.387, -0.847)
F (1.260, -5.100, 0.366)
F (3.311, -4.555, -0.036)
C (4.483, 3.870, 2.841)
C (3.019, 3.947, 2.388)
N (2.836, 3.070, 1.227)
C (3.268, 0.516, 0.656)
N (2.314, -0.537, 0.619)
C (2.883, -1.849, 0.859)
C (3.469, -1.939, 2.260)
C (4.716, -1.093, 2.300)
N (4.477, 0.241, 1.687)
C (5.094, 2.534, 2.410)
H (4.541, 3.982, 3.924)
H (5.072, 4.678, 2.403)
H (2.758, 4.960, 2.089)
H (2.339, 3.676, 3.203)
H (1.955, 3.300, 0.781)
H (3.647, -2.146, 0.118)
H (2.093, -2.594, 0.763)
H (3.739, -2.964, 2.518)
H (2.732, -1.579, 2.983)
H (5.496, -1.563, 1.695)
H (5.108, -0.927, 3.304)
H (5.410, 2.607, 1.366)
H (5.976, 2.283, 3.007)

E = -4545.37327 hartree
ΔE to the lowest compared entry with this formula, charge and spin = 4.5690 eV
lowest unoccupied orbital energy = -0.29 eV
highest occupied orbital energy = -8.1574 eV
HOMO-LUMO gap = 7.87 eV

Löwdin atomic charge list, values in e, 4 entries:
1. Sc 1.17
2. C -0.06
3. C -0.30
4. C -0.05